[1]
Computed, not measured: a cluster of 15 separate species, C70H181N19O26 in total in a non-equilibrium geometry, with wB97M-V/def2-TZVPD.

Output
gap between HOMO and LUMO	8.42	eV
charge	0
energy above the lowest of the compared OMol25 structures with the same formula, charge and spin	6.012	eV
HOMO energy	-8.05	eV
energy	-5771.5889	a.u.

Geometry (Å):
C  0.20  5.92  4.65
O  -0.40  6.96  4.48
N  -0.27  4.75  4.26
N  1.29  5.79  5.36
H  -1.15  4.69  3.77
H  0.30  3.91  4.29
H  1.72  6.61  5.78
H  1.78  4.90  5.40
C  -0.06  -4.85  3.81
O  -0.81  -5.70  3.34
N  1.13  -4.88  4.10
N  -0.48  -3.62  3.92
H  1.64  -5.70  4.38
H  1.46  -3.94  4.29
H  -1.46  -3.40  3.85
H  0.19  -3.06  4.42
C  2.23  2.80  4.11
O  2.70  3.41  5.12
N  2.79  2.74  2.96
N  1.03  2.24  4.22
H  2.25  2.37  2.19
H  3.70  3.14  2.78
H  0.62  1.82  3.40
H  0.50  2.31  5.08
C  3.69  4.73  -2.73
O  3.89  3.54  -2.84
N  3.71  5.40  -1.61
N  3.70  5.57  -3.73
H  3.60  6.41  -1.65
H  4.04  4.95  -0.77
H  3.92  5.22  -4.65
H  3.65  6.57  -3.56
C  -2.85  -8.55  -7.39
O  -2.82  -7.22  -7.89
C  -3.18  -6.18  -6.91
C  -1.88  -5.82  -6.15
N  -2.09  -4.71  -5.22
C  -0.84  -4.62  -4.48
C  -0.93  -3.36  -3.62
O  0.17  -3.14  -2.89
C  0.08  -2.20  -1.78
H  -2.62  -9.27  -8.18
H  -3.71  -8.99  -6.86
H  -2.00  -8.67  -6.72
H  -4.01  -6.42  -6.25
H  -3.51  -5.29  -7.45
H  -1.26  -5.43  -6.96
H  -1.52  -6.69  -5.61
H  -2.30  -3.78  -5.55
H  0.04  -4.45  -5.10
H  -0.68  -5.49  -3.85
H  -1.71  -3.48  -2.87
H  -1.10  -2.45  -4.21
H  -0.88  -2.12  -1.27
H  0.26  -1.32  -2.40
H  0.87  -2.37  -1.04
C  7.33  0.07  4.72
O  7.24  0.15  3.32
C  5.90  0.26  2.79
C  5.82  0.29  1.25
N  6.15  -0.98  0.62
C  6.14  -1.07  -0.86
C  6.53  -2.45  -1.40
O  6.70  -2.33  -2.82
C  6.78  -3.51  -3.47
H  8.32  -0.08  5.13
H  6.76  -0.77  5.11
H  6.91  0.97  5.18
H  5.49  1.18  3.20
H  5.29  -0.61  3.02
H  6.54  1.03  0.89
H  4.82  0.66  1.01
H  5.57  -1.68  1.05
H  6.87  -0.40  -1.32
H  5.12  -0.74  -1.06
H  5.70  -3.13  -1.23
H  7.46  -2.77  -0.93
H  6.91  -3.44  -4.55
H  5.88  -4.13  -3.46
H  7.64  -4.09  -3.13
C  -5.84  1.24  5.27
O  -4.73  2.14  5.27
C  -4.79  3.30  4.44
C  -3.41  3.97  4.28
N  -2.58  3.15  3.40
C  -2.67  3.33  2.00
C  -2.17  2.09  1.27
O  -3.39  1.22  1.24
C  -3.23  0.06  0.48
H  -5.67  0.33  5.85
H  -6.11  1.04  4.24
H  -6.65  1.83  5.70
H  -5.42  4.06  4.90
H  -5.25  3.06  3.48
H  -2.90  4.07  5.24
H  -3.51  4.92  3.74
H  -2.78  2.17  3.53
H  -1.94  4.08  1.69
H  -3.65  3.54  1.59
H  -1.35  1.55  1.74
H  -1.92  2.35  0.24
H  -4.04  -0.65  0.63
H  -2.30  -0.34  0.87
H  -2.99  0.24  -0.57
C  1.34  2.20  10.62
O  1.00  1.70  9.32
C  1.43  2.55  8.23
C  0.19  2.93  7.50
N  -0.49  1.69  7.04
C  -1.80  1.82  6.50
C  -2.48  0.36  6.41
O  -1.93  -0.55  5.45
C  -2.27  -0.16  4.09
H  0.97  3.22  10.69
H  2.42  2.21  10.76
H  1.00  1.60  11.46
H  2.04  1.97  7.55
H  1.98  3.42  8.57
H  0.64  3.39  6.62
H  -0.45  3.54  8.14
H  -0.58  1.11  7.87
H  -1.56  2.23  5.52
H  -2.43  2.53  7.03
H  -3.57  0.47  6.39
H  -2.38  -0.14  7.37
H  -3.31  0.11  3.94
H  -2.10  -1.13  3.64
H  -1.66  0.63  3.65
C  -0.92  8.13  -3.76
O  -0.14  6.95  -3.72
C  0.58  6.73  -4.90
C  0.71  5.22  -5.08
N  -0.65  4.77  -5.32
C  -0.72  3.33  -5.63
C  -2.05  2.85  -5.13
O  -2.30  3.18  -3.82
C  -1.45  2.70  -2.77
H  -1.77  7.92  -4.40
H  -0.49  9.10  -4.00
H  -1.24  8.24  -2.73
H  1.54  7.21  -4.78
H  0.11  7.12  -5.81
H  1.15  4.70  -4.23
H  1.31  5.01  -5.97
H  -1.21  5.08  -4.54
H  0.10  2.71  -5.27
H  -0.54  3.25  -6.70
H  -2.13  1.77  -5.30
H  -2.83  3.19  -5.80
H  -1.08  1.69  -2.95
H  -2.12  2.61  -1.91
H  -0.64  3.38  -2.51
C  -6.10  -8.50  2.57
O  -4.87  -9.20  2.63
C  -3.97  -8.90  1.59
C  -2.59  -8.37  2.17
N  -2.02  -7.33  1.33
C  -1.45  -7.83  0.07
C  -0.79  -6.67  -0.77
O  0.52  -6.44  -0.26
C  1.14  -5.41  -0.96
H  -5.95  -7.42  2.43
H  -6.75  -8.54  3.44
H  -6.60  -8.81  1.66
H  -4.31  -8.18  0.85
H  -3.75  -9.77  0.96
H  -1.86  -9.16  2.35
H  -2.80  -8.01  3.17
H  -1.34  -6.76  1.82
H  -2.26  -8.25  -0.53
H  -0.78  -8.68  0.21
H  -1.51  -5.88  -0.58
H  -0.78  -6.98  -1.81
H  0.97  -4.50  -0.38
H  0.81  -5.42  -2.00
H  2.22  -5.59  -0.95
C  -5.69  -4.70  6.65
O  -5.48  -4.75  5.29
C  -4.43  -3.88  4.80
C  -4.01  -4.27  3.42
N  -3.35  -3.13  2.61
C  -2.76  -3.48  1.31
C  -3.84  -4.19  0.31
O  -4.85  -3.35  -0.15
C  -4.76  -2.76  -1.41
H  -4.72  -4.91  7.11
H  -6.49  -5.38  6.92
H  -5.94  -3.73  7.08
H  -3.55  -3.88  5.44
H  -4.72  -2.83  4.86
H  -4.92  -4.58  2.91
H  -3.40  -5.17  3.52
H  -4.04  -2.40  2.50
H  -1.89  -4.11  1.48
H  -2.38  -2.58  0.84
H  -4.27  -5.00  0.88
H  -3.28  -4.62  -0.53
H  -3.79  -2.36  -1.72
H  -5.53  -2.03  -1.63
H  -4.90  -3.52  -2.18
C  3.70  -3.97  0.38
O  4.72  -3.37  1.14
C  5.33  -4.45  1.95
C  6.30  -3.83  2.93
N  5.59  -2.89  3.86
C  4.72  -3.64  4.73
C  3.77  -2.56  5.39
O  2.84  -1.98  4.38
C  2.15  -0.92  4.93
H  3.05  -4.54  1.03
H  4.07  -4.67  -0.38
H  3.14  -3.33  -0.30
H  5.95  -5.03  1.26
H  4.72  -5.22  2.41
H  6.98  -3.29  2.27
H  6.84  -4.65  3.42
H  5.00  -2.30  3.29
H  5.40  -4.06  5.47
H  4.14  -4.47  4.31
H  4.29  -1.81  5.99
H  3.25  -3.02  6.23
H  1.32  -1.33  5.50
H  1.71  -0.33  4.13
H  2.75  -0.36  5.66
C  3.01  -1.14  -3.80
O  3.32  -0.68  -5.04
C  4.70  -0.93  -5.29
C  5.60  0.10  -4.53
N  5.76  1.36  -5.17
C  4.48  1.94  -5.56
C  4.92  3.34  -6.21
O  3.67  4.03  -6.56
C  3.85  5.07  -7.56
H  1.97  -0.86  -3.60
H  3.68  -0.80  -3.01
H  2.97  -2.23  -3.81
H  4.98  -0.76  -6.33
H  4.93  -1.98  -5.09
H  6.54  -0.42  -4.34
H  5.39  0.19  -3.46
H  6.27  1.18  -6.03
H  3.79  2.01  -4.72
H  4.07  1.31  -6.34
H  5.48  3.20  -7.14
H  5.49  3.97  -5.52
H  4.66  5.76  -7.34
H  2.94  5.67  -7.62
H  3.89  4.76  -8.61
C  -1.10  5.66  -0.19
O  -0.20  4.55  -0.23
C  0.91  4.52  0.67
C  1.71  3.35  0.08
N  1.29  1.98  0.43
C  2.09  0.99  -0.28
C  1.90  -0.40  0.44
O  0.52  -0.72  0.57
C  0.36  -1.72  1.57
H  -1.21  6.00  0.85
H  -2.09  5.25  -0.42
H  -0.84  6.50  -0.83
H  0.52  4.18  1.62
H  1.50  5.39  0.96
H  2.75  3.60  0.28
H  1.64  3.41  -1.01
H  0.35  1.91  0.09
H  3.16  1.21  -0.24
H  1.65  0.93  -1.27
H  2.38  -0.34  1.43
H  2.44  -1.12  -0.17
H  -0.44  -1.37  2.22
H  1.25  -1.98  2.14
H  -0.01  -2.63  1.09
C  -4.70  5.90  -1.68
O  -5.48  5.64  -2.88
C  -4.70  5.95  -4.10
C  -5.25  5.07  -5.27
N  -4.42  5.26  -6.45
C  -4.82  4.44  -7.60
C  -4.26  5.00  -8.89
O  -4.27  6.41  -8.98
C  -5.52  7.01  -9.02
H  -3.68  5.55  -1.83
H  -5.02  5.41  -0.76
H  -4.58  6.96  -1.42
H  -3.63  5.79  -4.07
H  -4.75  7.03  -4.20
H  -6.21  5.42  -5.65
H  -5.33  4.03  -4.94
H  -4.62  6.21  -6.74
H  -5.91  4.37  -7.69
H  -4.58  3.42  -7.28
H  -4.77  4.52  -9.72
H  -3.23  4.62  -8.95
H  -5.90  7.24  -10.01
H  -5.39  8.00  -8.58
H  -6.21  6.48  -8.37

Löwdin atomic charge list, values in e, 2 entries: atom 1 (C): -0.7571, atom 2 (O): 0.0152

---

[2]
Computed, not measured: a structure of composition C70H95Br3HfN11O13 in a non-equilibrium geometry, with wB97M-V/def2-TZVPD.

Output
gap between HOMO and LUMO (alpha / beta)	5.02 / 5.09	eV
charge	0
HOMO energy (alpha / beta)	-6.27 / -6.32	eV
multiplicity	2
energy	-12073.8573	a.u.

Geometry (Å):
Hf  -3.43  1.50  0.14
C  -3.54  2.10  5.16
C  -3.08  0.72  4.59
C  -2.79  -0.33  5.73
C  -4.11  -1.00  6.33
C  -4.95  -1.61  5.28
C  -5.23  -0.64  4.17
N  -3.96  0.03  3.66
O  -4.19  0.72  2.33
C  -6.26  0.41  4.67
C  -5.91  -1.52  3.05
C  -1.63  0.93  4.08
H  -3.91  2.01  6.19
H  -4.37  2.49  4.57
H  -2.75  2.84  5.17
H  -2.27  0.08  6.59
H  -2.16  -1.11  5.30
H  -4.61  -0.23  6.91
H  -3.80  -1.71  7.10
H  -5.85  -1.89  5.83
H  -4.55  -2.59  5.02
H  -6.41  1.21  3.95
H  -6.04  0.84  5.65
H  -7.28  0.01  4.67
H  -5.18  -2.20  2.60
H  -6.30  -0.98  2.18
H  -6.72  -2.17  3.38
H  -1.80  1.42  3.12
H  -1.00  0.07  3.84
H  -1.10  1.54  4.81
C  -2.67  5.27  -2.92
C  -3.20  3.99  -3.74
C  -3.05  4.38  -5.23
C  -1.67  4.17  -5.86
C  -1.36  2.83  -5.66
C  -1.17  2.48  -4.12
N  -2.39  2.81  -3.42
O  -2.65  2.20  -2.12
C  0.13  3.08  -3.42
C  -1.06  0.86  -4.10
C  -4.71  3.70  -3.56
H  -3.16  6.20  -3.21
H  -1.60  5.46  -2.79
H  -3.18  5.18  -1.96
H  -3.32  5.44  -5.28
H  -3.79  3.93  -5.89
H  -0.89  4.79  -5.40
H  -1.73  4.33  -6.94
H  -0.62  2.30  -6.26
H  -2.23  2.35  -6.11
H  0.97  2.91  -4.09
H  0.31  2.59  -2.46
H  0.06  4.14  -3.20
H  -1.08  0.38  -3.13
H  -0.16  0.51  -4.62
H  -1.87  0.40  -4.65
H  -4.98  3.73  -2.50
H  -4.88  2.67  -3.86
H  -5.30  4.47  -4.05
C  -0.38  -2.95  -0.16
C  -0.63  -2.17  1.12
C  0.28  -2.72  2.33
C  1.78  -2.32  2.08
C  1.91  -0.82  1.94
C  0.94  -0.13  0.90
N  -0.41  -0.66  1.00
O  -1.44  0.07  0.33
C  1.56  -0.35  -0.55
C  0.96  1.45  1.24
C  -2.02  -2.56  1.74
H  0.59  -2.79  -0.64
H  -1.06  -2.93  -1.01
H  -0.32  -4.01  0.09
H  0.34  -3.81  2.29
H  -0.02  -2.53  3.36
H  2.01  -2.94  1.21
H  2.33  -2.63  2.96
H  2.89  -0.50  1.59
H  1.83  -0.44  2.96
H  0.86  -0.18  -1.36
H  2.05  -1.31  -0.71
H  2.36  0.32  -0.87
H  0.30  1.50  2.11
H  0.40  1.90  0.41
H  1.88  1.97  1.51
H  -2.22  -1.79  2.49
H  -2.02  -3.55  2.18
H  -2.79  -2.43  0.98
N  -4.71  -0.02  -2.49
C  -5.56  0.60  -1.59
C  -5.59  0.06  -0.34
C  -4.73  -1.06  -0.45
C  -4.11  -1.02  -1.70
H  -4.55  0.10  -3.48
H  -6.16  1.35  -2.09
H  -6.22  0.43  0.45
H  -4.52  -1.69  0.40
H  -3.41  -1.69  -2.18
N  -0.09  -7.12  0.83
C  0.20  -8.43  1.21
C  -0.27  -8.51  2.46
C  -0.95  -7.30  2.82
C  -0.70  -6.46  1.83
H  0.15  -6.65  -0.04
H  0.67  -9.19  0.60
H  -0.11  -9.37  3.09
H  -1.40  -7.03  3.76
H  -0.96  -5.42  1.94
N  3.58  2.54  5.17
C  3.54  3.90  5.32
C  2.22  4.40  5.40
C  1.37  3.27  5.18
C  2.26  2.16  4.97
H  4.41  1.97  5.06
H  4.49  4.36  5.56
H  2.04  5.41  5.73
H  0.30  3.43  5.14
H  2.10  1.16  4.62
C  -4.10  -6.75  0.30
Br  -3.62  -4.82  -0.18
Br  -2.91  -8.11  -0.42
Br  -5.86  -7.18  -0.30
H  -3.86  -6.80  1.36
C  4.96  -4.01  -0.45
C  4.95  -2.63  -0.71
C  5.06  -2.17  -1.99
C  5.40  -3.08  -3.02
C  5.42  -4.49  -2.73
C  5.11  -4.97  -1.48
N  5.79  -2.69  -4.39
O  6.01  -3.57  -5.20
O  5.93  -1.48  -4.69
H  4.71  -4.33  0.54
H  4.78  -1.89  0.06
H  4.81  -1.11  -1.99
H  5.72  -5.21  -3.47
H  5.13  -6.01  -1.20
C  -0.48  -2.47  -4.59
C  0.91  -2.66  -4.51
C  1.29  -3.76  -3.83
C  0.39  -4.63  -3.17
C  -0.99  -4.47  -3.48
C  -1.38  -3.40  -4.22
N  0.85  -5.69  -2.27
O  0.03  -6.53  -1.86
O  1.97  -5.55  -1.75
H  -0.76  -1.53  -5.05
H  1.64  -1.96  -4.88
H  2.35  -3.95  -3.81
H  -1.72  -5.13  -3.03
H  -2.42  -3.17  -4.42
C  1.79  6.30  0.74
C  0.94  5.82  -0.28
C  -0.07  4.90  0.10
C  -0.24  4.58  1.42
C  0.75  4.90  2.30
C  1.71  5.83  2.01
N  -1.38  3.79  1.86
O  -2.00  3.06  1.04
O  -1.82  3.90  3.01
H  2.64  6.92  0.51
H  1.04  6.28  -1.25
H  -0.89  4.64  -0.56
H  0.68  4.69  3.35
H  2.44  6.11  2.75
C  5.93  0.87  -0.46
C  6.92  0.13  0.11
C  6.93  -0.33  1.42
C  5.83  0.10  2.23
C  4.93  0.99  1.67
C  4.87  1.25  0.34
N  5.71  -0.31  3.72
O  6.22  -1.37  4.08
O  5.01  0.40  4.37
H  5.85  1.12  -1.51
H  7.81  -0.01  -0.48
H  7.84  -0.69  1.87
H  4.15  1.42  2.27
H  3.99  1.76  -0.03
C  4.81  2.59  -5.92
C  4.55  3.89  -5.86
C  4.15  4.43  -4.61
C  3.89  3.62  -3.48
C  4.12  2.25  -3.62
C  4.67  1.76  -4.84
N  3.41  4.16  -2.17
O  3.12  3.38  -1.30
O  3.24  5.36  -2.22
H  5.18  2.17  -6.84
H  4.60  4.52  -6.74
H  3.89  5.47  -4.63
H  3.97  1.47  -2.89
H  4.95  0.72  -4.89

Löwdin atomic charge list, values in e, 2 entries: atom 1 (Hf): 1.8089, atom 2 (C): -0.0210